# 1
C21H67NO28P7 | the ωB97M-V functional and the def2-TZVPD basis

The geometry in XYZ format:
```
124
Properties=species:S:1:pos:R:3:forces:R:3:lowdin_charge:R:1
N 1.121 -0.011 -0.706 -0.24 0.98 -1.20 0.23
H 0.769 -0.899 -1.125 -0.41 0.36 0.91 0.06
H 1.691 0.370 -1.501 0.53 -0.14 1.12 0.06
H 1.508 -0.032 0.244 0.59 -0.53 -0.31 0.05
H 0.447 0.772 -0.637 -0.48 -0.65 0.06 0.06
C 4.713 -2.277 3.052 0.50 -0.40 0.12 -0.06
O 4.914 -0.857 3.052 -0.68 0.31 -0.10 -0.21
P 4.085 0.129 2.135 0.96 0.34 0.19 0.39
O 2.915 -0.429 1.458 -0.34 0.14 0.18 -0.22
O 3.823 1.377 3.092 -0.47 -0.28 -0.17 -0.22
C 4.817 1.759 4.062 1.13 -0.40 -0.63 -0.08
O 5.204 0.654 1.141 0.09 -0.05 0.16 -0.20
C 4.973 1.033 -0.211 0.08 0.35 -0.43 -0.09
H 4.713 -2.595 4.093 -0.02 0.02 -0.05 0.09
H 5.577 -2.713 2.550 -0.13 -0.13 0.00 0.10
H 3.791 -2.608 2.578 -0.05 0.33 -0.07 0.07
H 5.042 2.822 4.014 -0.72 0.14 0.10 0.09
H 5.766 1.302 3.772 -0.02 -0.15 0.29 0.08
H 4.541 1.405 5.049 -0.16 0.18 0.03 0.09
H 5.460 1.990 -0.403 0.07 0.01 0.24 0.09
H 3.918 1.158 -0.454 -0.06 -0.25 0.11 0.06
H 5.441 0.310 -0.875 -0.16 -0.15 0.03 0.10
C -3.034 1.947 -1.036 1.36 -0.12 1.62 -0.11
O -4.237 1.379 -1.524 -0.32 0.30 -0.61 -0.22
P -5.576 2.248 -1.438 -0.21 0.50 0.54 0.38
O -6.645 1.929 -2.376 0.30 -0.53 -0.17 -0.21
O -6.019 2.077 0.098 0.52 0.04 -0.65 -0.22
C -6.466 0.765 0.491 -0.66 0.59 0.55 -0.09
O -5.070 3.757 -1.517 0.34 -0.74 0.08 -0.21
C -6.022 4.790 -1.669 -1.47 1.04 -0.26 -0.11
H -2.235 1.257 -0.728 -0.56 -0.99 -0.93 0.08
H -3.159 2.337 -0.019 -0.46 0.92 -0.47 0.08
H -2.559 2.612 -1.749 -0.46 0.41 0.08 0.07
H -5.714 0.312 1.135 0.07 -0.14 -0.15 0.07
H -6.760 0.125 -0.339 0.27 0.08 -0.17 0.09
H -7.365 0.967 1.073 0.05 -0.31 0.11 0.09
H -5.987 5.473 -0.822 0.18 -0.17 0.12 0.09
H -7.051 4.439 -1.784 0.16 -0.45 0.39 0.09
H -5.923 5.391 -2.576 0.88 -0.30 -0.04 0.09
C 0.086 0.181 4.992 1.37 -0.59 -0.04 -0.09
O -0.888 0.746 4.133 -0.10 0.42 -0.41 -0.21
P -1.274 0.075 2.746 0.13 0.39 0.43 0.38
O -0.220 -0.024 1.734 -0.39 -0.20 0.15 -0.21
O -2.470 1.011 2.271 -0.15 -0.69 0.17 -0.22
C -3.425 1.488 3.241 -0.17 1.50 -0.67 -0.07
O -1.902 -1.280 3.281 0.14 0.29 -0.16 -0.19
C -2.572 -2.183 2.414 -1.25 -0.53 -0.42 -0.07
H -0.372 -0.128 5.928 -0.07 -0.14 -0.12 0.10
H 0.925 0.851 5.205 -0.59 0.63 -0.03 0.09
H 0.632 -0.631 4.498 -0.55 -0.35 0.14 0.09
H -4.418 1.614 2.804 0.06 -0.87 -0.31 0.08
H -3.160 2.541 3.363 0.25 -0.15 0.83 0.08
H -3.457 0.927 4.166 0.15 -0.06 0.02 0.09
H -3.007 -1.719 1.525 0.56 0.35 -0.10 0.07
H -3.468 -2.542 2.927 0.33 -0.16 0.35 0.10
H -1.963 -3.037 2.123 0.21 0.13 0.14 0.07
C 0.400 -6.451 5.210 0.44 -1.27 0.76 -0.10
O 0.688 -5.279 4.470 0.33 0.58 -0.54 -0.19
P 0.619 -5.284 2.894 -0.08 0.16 -0.92 0.38
O -0.709 -5.467 2.284 0.20 0.09 0.14 -0.24
O 1.341 -3.920 2.472 -0.02 -0.41 0.97 -0.21
C 0.924 -3.222 1.306 -0.77 0.24 -0.69 -0.11
O 1.669 -6.397 2.472 0.28 0.02 0.63 -0.22
C 1.706 -6.972 1.167 -0.95 -0.36 0.00 -0.08
H 1.001 -6.480 6.122 0.05 0.56 -0.07 0.09
H 0.720 -7.356 4.689 -0.29 0.12 -0.31 0.09
H -0.637 -6.541 5.526 -0.14 0.29 -0.42 0.09
H 0.822 -2.157 1.512 0.16 -0.10 0.21 0.06
H -0.050 -3.603 0.987 0.05 0.08 -0.02 0.06
H 1.619 -3.360 0.475 0.23 -0.11 0.22 0.09
H 0.807 -6.683 0.616 0.16 0.14 -0.12 0.08
H 1.630 -8.051 1.299 0.31 -0.01 -0.09 0.09
H 2.608 -6.698 0.628 0.07 0.10 0.16 0.09
C -0.095 4.025 -2.813 -0.13 -0.65 -0.81 -0.09
O 0.339 4.614 -1.595 -0.46 0.20 0.64 -0.19
P -0.034 3.927 -0.197 0.74 0.77 -1.22 0.39
O 0.055 2.466 -0.286 -0.44 0.00 0.36 -0.22
O -1.418 4.595 0.159 0.51 -0.68 0.45 -0.18
C -1.773 4.577 1.554 -1.33 1.12 0.35 -0.08
O 0.966 4.603 0.823 -0.29 0.22 -0.11 -0.19
C 2.260 4.044 1.020 0.58 -1.30 -0.11 -0.07
H -0.750 3.166 -2.660 0.31 -0.18 0.22 0.07
H 0.791 3.711 -3.363 0.00 -0.17 0.02 0.07
H -0.671 4.676 -3.474 0.18 0.64 0.53 0.10
H -1.692 5.605 1.912 0.61 -0.16 0.17 0.10
H -1.238 3.871 2.183 0.26 -0.06 -0.24 0.09
H -2.849 4.410 1.653 0.08 -0.52 -0.39 0.09
H 2.642 3.567 0.112 -0.08 0.34 -0.18 0.08
H 2.218 3.221 1.737 -0.17 0.21 0.23 0.08
H 2.980 4.781 1.360 -0.35 0.35 -0.02 0.10
C -1.315 -4.830 -2.191 0.25 -0.18 -0.19 -0.05
O -1.808 -3.658 -2.881 0.28 0.33 0.20 -0.19
P -1.349 -2.225 -2.399 -0.20 0.56 0.47 0.39
O 0.091 -2.044 -2.106 -0.39 -0.78 -0.40 -0.24
O -2.215 -1.873 -1.119 0.53 0.54 -0.80 -0.19
C -3.594 -1.525 -1.237 -1.61 -0.98 0.90 -0.09
O -1.919 -1.254 -3.503 0.10 -0.26 0.33 -0.20
C -1.430 -1.227 -4.839 0.17 0.09 -0.64 -0.07
H -0.777 -5.402 -2.941 -0.03 -0.19 0.12 0.09
H -2.150 -5.397 -1.791 -0.13 0.08 -0.13 0.10
H -0.636 -4.590 -1.373 -0.02 0.22 -0.05 0.07
H -4.152 -2.350 -0.778 0.02 -0.03 -0.13 0.10
H -4.002 -1.406 -2.238 0.58 0.11 -0.20 0.10
H -3.872 -0.648 -0.654 0.71 0.08 -0.12 0.06
H -0.469 -1.725 -4.986 -0.06 -0.20 0.37 0.08
H -1.280 -0.190 -5.133 -0.21 0.05 0.12 0.09
H -2.169 -1.689 -5.492 0.00 0.01 0.00 0.10
C 1.715 1.761 -5.946 0.21 -0.16 -0.97 -0.07
O 2.779 2.199 -5.102 -0.07 -0.22 0.51 -0.20
P 3.258 1.378 -3.827 1.19 1.14 -0.30 0.40
O 2.253 1.325 -2.752 -0.17 -0.23 -0.31 -0.23
O 3.846 -0.001 -4.341 -0.57 0.22 0.51 -0.18
C 2.945 -1.132 -4.286 -0.13 -0.52 -0.51 -0.08
O 4.571 2.181 -3.426 -0.55 -0.69 -0.38 -0.20
C 4.455 3.589 -3.148 0.21 0.03 0.40 -0.07
H 1.444 0.713 -5.814 0.00 0.04 0.33 0.07
H 2.105 1.847 -6.961 -0.13 0.01 -0.01 0.10
H 0.831 2.392 -5.880 0.09 0.07 0.39 0.09
H 3.379 -1.970 -3.746 0.23 0.32 0.31 0.10
H 2.784 -1.498 -5.302 0.02 0.24 -0.07 0.09
H 1.986 -0.860 -3.849 0.02 -0.06 0.15 0.06
H 5.033 4.147 -3.879 -0.18 -0.05 -0.19 0.10
H 4.901 3.765 -2.170 -0.05 -0.06 0.03 0.08
H 3.415 3.905 -3.117 0.00 0.09 -0.12 0.08
```
Positions in Å, forces in eV/Å.

* LUMO energy: -1.467 eV
* total charge: +1



# 2
C21H68BeF4N8O30S4 | the ωB97M-V functional and the def2-TZVPD basis

The geometry in XYZ format:
```
136
Properties=species:S:1:pos:R:3:forces:R:3:lowdin_charge:R:1
Be 15.024 8.897 10.492 -0.26 1.05 0.80 0.13
N 15.908 15.143 8.205 0.75 0.58 -0.55 -0.31
S 16.532 15.879 9.477 1.41 -0.82 -1.40 0.58
O 17.977 15.660 9.695 -1.94 1.03 -0.78 -0.32
O 15.705 15.523 10.568 -0.50 0.22 0.49 -0.29
F 16.267 17.489 9.263 0.71 -1.85 0.02 -0.20
S 16.262 14.894 6.644 -3.14 -0.55 1.65 0.57
O 16.522 16.059 5.853 0.11 -0.96 0.38 -0.27
O 15.257 13.890 6.238 1.81 1.86 0.20 -0.33
F 17.579 14.045 6.687 0.40 0.22 -0.10 -0.19
N 15.390 9.751 12.192 0.63 -0.23 -2.30 -0.26
S 14.420 9.419 13.405 2.37 -2.47 -3.36 0.45
O 13.124 9.249 12.918 -2.17 -0.11 -0.18 -0.22
O 14.827 10.137 14.488 0.24 2.49 4.42 -0.19
F 14.900 7.925 13.720 -0.22 -0.01 0.25 -0.17
S 16.595 10.863 12.317 -6.13 2.74 -5.35 0.56
O 16.922 11.340 10.985 0.26 -1.32 1.78 -0.25
O 17.493 10.511 13.265 3.97 -0.80 3.85 -0.19
F 15.645 12.097 12.814 1.38 -0.92 0.23 -0.17
C 17.450 8.854 9.540 0.54 -1.39 1.82 -0.51
O 16.185 9.000 9.448 0.47 -0.41 0.52 0.03
N 18.199 9.458 8.647 -1.98 -0.39 0.29 0.25
N 18.100 8.162 10.553 0.05 -0.30 -0.98 0.21
H 19.170 9.384 8.728 1.58 0.47 -0.19 0.10
H 17.680 10.227 8.267 0.83 0.56 -0.84 0.12
H 19.092 7.894 10.445 -0.39 1.01 -0.07 0.10
H 17.693 7.464 11.156 -0.99 0.31 -0.32 0.11
C 10.405 9.698 8.937 -0.03 -0.41 2.05 -0.71
O 10.684 8.530 8.760 0.64 -1.60 0.30 0.01
N 10.186 10.475 7.904 0.44 1.08 -1.77 0.19
N 10.356 10.268 10.183 -0.41 -1.23 0.09 0.17
H 9.550 11.209 7.873 -0.93 1.47 0.36 0.09
H 10.384 10.064 7.028 0.09 -0.44 -0.73 0.11
H 10.217 9.611 10.955 0.23 0.72 -0.50 0.13
H 10.187 11.242 10.329 -0.19 0.27 0.27 0.07
C 13.506 6.767 10.948 -2.77 -1.63 2.81 -0.61
O 14.503 7.477 10.934 2.65 1.06 -0.87 0.06
N 12.597 6.756 10.018 1.48 3.15 -3.75 0.23
N 13.269 6.003 12.049 -0.04 -0.17 -0.09 0.20
H 11.690 6.327 10.079 0.05 0.16 -0.20 0.13
H 12.877 7.529 9.263 -2.07 -2.46 1.93 0.18
H 14.003 6.003 12.726 0.44 -0.06 0.50 0.05
H 12.346 5.943 12.459 0.13 -0.13 -0.52 0.13
C 16.388 7.003 17.220 -0.39 -0.71 3.21 -0.18
C 17.829 6.822 16.812 -0.32 -0.68 -1.13 -0.24
O 17.939 7.013 15.422 0.49 0.47 -0.77 -0.06
O 15.403 5.986 16.769 1.61 0.63 -0.40 -0.10
H 15.929 7.936 16.930 0.34 0.40 -0.06 0.11
H 16.418 6.915 18.369 -0.40 0.49 -1.50 0.15
H 18.139 5.799 16.989 0.02 -0.50 0.60 0.11
H 18.583 7.450 17.295 -0.66 0.27 0.14 0.13
H 17.187 6.559 15.046 -0.22 -0.06 -0.44 0.05
H 15.588 5.200 17.289 -0.18 -0.21 0.07 0.10
C 14.662 16.340 13.421 0.44 -0.69 -0.42 -0.23
C 15.839 16.397 14.366 0.85 1.41 -0.46 -0.25
O 15.427 17.155 15.492 0.23 -0.33 1.41 -0.08
O 13.826 15.303 13.936 0.90 0.30 0.20 -0.08
H 15.029 16.133 12.402 -0.24 -0.25 0.50 0.08
H 14.104 17.294 13.334 0.43 -0.18 0.52 0.13
H 16.693 16.950 13.895 -0.57 -0.37 0.06 0.13
H 16.263 15.431 14.675 -0.57 0.01 -0.39 0.11
H 15.733 16.700 16.298 -0.25 0.42 -0.57 0.09
H 13.098 15.166 13.347 -0.66 -0.17 -0.46 0.02
C 10.992 13.687 14.322 -0.72 -0.08 -1.33 -0.19
C 11.201 12.582 13.244 0.59 0.01 1.53 -0.22
O 10.525 12.762 12.014 -0.52 -0.76 0.61 -0.05
O 11.313 14.910 13.641 -0.61 -0.62 0.11 -0.09
H 11.572 13.523 15.237 0.40 -0.09 -0.43 0.13
H 9.946 13.730 14.647 -0.07 -0.10 -0.20 0.12
H 10.903 11.631 13.699 -0.22 0.06 -0.37 0.12
H 12.280 12.501 13.091 0.09 0.08 -0.16 0.11
H 10.890 13.518 11.577 0.33 0.93 -0.21 0.08
H 11.377 15.598 14.299 0.13 0.46 0.25 0.09
C 21.066 12.807 12.249 -1.08 -0.33 -1.10 -0.14
C 20.463 14.214 12.020 -0.79 0.10 0.24 -0.19
O 19.033 14.029 11.847 0.45 -0.19 0.26 -0.10
O 20.680 11.931 11.117 -0.25 0.72 1.14 -0.11
H 20.640 12.397 13.205 0.58 0.27 -0.78 0.12
H 22.143 12.739 12.170 0.22 0.48 0.68 0.12
H 20.864 14.831 11.251 0.47 -0.45 -1.67 0.11
H 20.668 14.935 12.807 -0.22 -0.56 1.14 0.11
H 18.599 14.608 11.176 0.70 -0.10 0.29 0.06
H 19.782 12.243 10.934 -0.30 -0.11 -0.24 0.06
C 18.830 13.397 15.740 -0.58 0.28 -0.29 -0.18
C 19.796 13.965 16.845 -0.74 -0.65 -1.19 -0.25
O 19.323 15.221 17.286 0.23 -0.27 0.03 -0.06
O 18.746 14.455 14.723 0.32 -0.28 2.26 -0.10
H 17.791 13.197 16.150 1.10 0.46 -0.25 0.13
H 19.140 12.419 15.289 0.19 0.83 0.37 0.11
H 20.801 14.024 16.406 -0.06 0.20 -0.04 0.11
H 19.877 13.302 17.704 -0.28 -0.05 0.07 0.11
H 19.197 15.735 16.482 -0.10 0.17 -0.10 0.07
H 18.667 14.153 13.829 -0.22 -0.69 -1.00 0.02
C 20.218 12.275 6.883 0.27 -0.92 -0.13 -0.21
C 20.320 13.783 6.705 -0.82 -0.97 0.52 -0.28
O 21.648 14.123 6.562 1.48 -0.49 0.68 -0.02
O 18.915 11.768 7.190 -0.19 0.39 -0.58 -0.10
H 20.845 11.945 7.700 0.13 0.31 0.60 0.11
H 20.667 11.715 6.051 -0.32 0.38 -0.39 0.12
H 19.849 14.243 7.562 -0.05 0.35 0.43 0.11
H 19.794 14.103 5.841 -0.84 0.15 -0.89 0.11
H 21.713 14.833 5.948 0.19 0.78 -0.58 0.08
H 18.283 12.072 6.511 0.48 -0.11 0.42 0.09
C 13.456 11.175 10.415 -0.69 3.83 -2.48 -0.15
C 14.084 12.290 9.483 0.78 -2.57 -0.40 -0.16
O 13.659 11.873 8.154 0.37 0.07 0.98 -0.08
O 13.753 9.892 9.828 0.66 -0.39 1.53 -0.02
H 12.382 11.405 10.257 0.62 -0.85 0.72 0.10
H 13.810 11.524 11.373 0.06 -1.49 0.63 0.09
H 15.230 12.276 9.545 -1.68 0.42 0.01 0.14
H 13.608 13.235 9.656 0.25 0.63 0.67 0.12
H 13.941 12.622 7.636 0.27 0.26 -1.21 0.05
H 13.830 10.090 8.883 0.06 0.20 -0.48 0.12
C 12.401 8.713 16.547 0.24 -1.45 1.38 -0.22
C 12.247 10.175 16.788 -1.11 0.60 -1.48 -0.28
O 11.942 10.624 18.069 0.27 -0.18 1.19 -0.04
O 13.591 8.243 17.210 0.51 -0.49 -0.54 -0.09
H 12.469 8.495 15.484 -0.23 0.17 -0.17 0.10
H 11.548 8.145 17.006 0.36 0.47 -0.58 0.14
H 11.322 10.452 16.270 0.26 0.05 -0.77 0.12
H 13.087 10.704 16.334 0.10 0.08 0.23 0.11
H 12.204 9.968 18.717 0.28 -0.07 0.21 0.08
H 14.028 7.502 16.723 -0.97 0.75 0.56 0.06
C 21.394 8.257 12.788 -0.35 -1.27 2.17 -0.24
C 21.923 8.773 11.518 -0.01 -0.95 -1.04 -0.26
O 20.882 9.032 10.604 -1.00 2.09 0.11 -0.11
O 20.337 7.309 12.643 -0.03 -0.38 -0.33 -0.07
H 20.990 9.103 13.308 -0.22 0.60 0.63 0.11
H 22.198 7.800 13.448 -0.71 0.58 -0.85 0.14
H 22.604 8.074 11.044 0.12 -0.08 -0.16 0.13
H 22.443 9.654 11.803 0.83 1.03 -0.20 0.11
H 20.493 9.937 10.860 0.90 -1.45 -0.52 0.10
H 19.540 7.629 13.083 0.36 0.05 0.11 0.07
O 15.175 4.765 14.007 0.27 -0.05 -0.30 -0.05
H 15.392 5.150 14.864 -0.05 0.08 0.33 0.00
H 15.984 4.342 13.687 -0.26 0.08 0.12 0.06
```
Positions in Å, forces in eV/Å.

* LUMO energy: -0.374 eV